{"formula": "C6H9IO2S", "method": "wB97M-V/def2-TZVPD", "symbols": ["C", "C", "C", "C", "C", "C", "O", "O", "S", "I", "H", "H", "H", "H", "H", "H", "H", "H", "H"], "xyz": [[0.406, 1.541, -0.336], [-0.750, 1.185, -1.141], [-1.946, -0.356, 0.451], [1.110, 0.723, 0.447], [-1.758, 0.368, -0.845], [-1.572, -1.810, 0.393], [2.210, 1.057, 1.150], [-1.371, -2.340, 1.596], [-1.422, -2.681, -0.973], [5.246, -0.158, -0.139], [0.743, 2.567, -0.440], [-0.786, 1.697, -2.096], [-1.365, 0.115, 1.247], [-3.005, -0.322, 0.735], [0.876, -0.326, 0.559], [-2.536, 0.211, -1.576], [2.423, 1.991, 1.027], [-1.147, -3.282, 1.531], [4.644, -0.179, -1.590]], "mulliken_charge": [-0.51, -0.34, -0.71, 0.05, -0.34, 0.20, -0.45, -0.41, -0.28, -0.12, 0.26, 0.36, 0.43, 0.31, 0.38, 0.39, 0.31, 0.36, 0.10], "smiles": "O/C=C/C=C\\CC(O)=S.I", "gap_ev": 8.84, "homo_ev": -8.4, "energy_ev": -29397.2986, "e_lumo_ev": 0.437}

***

{"formula": "C6H9N", "method": "wB97M-V/def2-TZVPD", "symbols": ["C", "C", "C", "N", "C", "C", "C", "H", "H", "H", "H", "H", "H", "H", "H", "H"], "xyz": [[0.138, -0.527, -2.111], [0.030, 0.176, -0.731], [-1.160, 0.958, -0.421], [-1.528, 0.555, 0.824], [-0.297, 0.218, 1.501], [0.652, -0.099, 0.506], [1.890, -0.937, 0.609], [1.210, -0.516, -2.293], [-0.135, 0.149, -2.939], [-0.324, -1.535, -2.148], [-1.732, 1.804, -0.922], [-2.340, 0.870, 1.313], [-0.151, 0.404, 2.591], [2.743, -0.463, 1.237], [1.587, -1.664, 1.465], [2.321, -1.670, -0.191]], "mulliken_charge": [-1.19, -0.13, -1.64, 0.31, -1.19, 0.67, -1.09, 0.36, 0.36, 0.19, 0.49, 0.71, 0.34, 0.24, 0.27, 0.33], "gap_ev": [3.12, 6.28], "homo_ev": [1.0, -2.2], "multiplicity": 2, "energy_ev": -7853.7778, "e_lumo_ev": [4.146, 4.091], "charge": -1}

***

{"formula": "C6H9N", "method": "wB97M-V/def2-TZVPD", "symbols": ["C", "C", "C", "C", "C", "C", "N", "H", "H", "H", "H", "H", "H", "H", "H", "H"], "xyz": [[1.006, 2.079, -1.070], [0.728, 0.763, -0.417], [1.537, -0.094, 0.287], [0.714, -1.129, 0.820], [-0.577, -0.883, 0.425], [-1.857, -1.604, 0.708], [-0.550, 0.265, -0.332], [0.562, 2.903, -0.498], [2.084, 2.256, -1.118], [0.612, 2.134, -2.093], [2.605, 0.024, 0.426], [1.031, -1.958, 1.441], [-2.055, -2.420, 0.003], [-1.834, -2.032, 1.714], [-2.709, -0.915, 0.669], [-1.355, 0.674, -0.779]], "mulliken_charge": [-1.15, 0.35, -0.52, -0.64, 0.39, -1.11, -0.09, 0.27, 0.29, 0.32, 0.40, 0.41, 0.24, 0.31, 0.32, 0.21], "smiles": "Cc1ccc(C)[nH]1", "gap_ev": 8.71, "homo_ev": -7.7, "energy_ev": -7858.1307, "e_lumo_ev": 1.032}

***

{"formula": "C6H9N", "method": "wB97M-V/def2-TZVPD", "symbols": ["C", "C", "C", "C", "C", "C", "N", "H", "H", "H", "H", "H", "H", "H", "H", "H"], "xyz": [[0.595, -2.487, 2.231], [0.076, -1.598, 1.189], [-0.387, -0.900, 0.318], [-0.985, -0.059, -0.736], [-0.725, 1.424, -0.571], [1.003, 1.789, -1.507], [-0.299, 2.240, -1.567], [1.667, -2.678, 2.113], [0.080, -3.452, 2.185], [0.440, -2.077, 3.235], [-2.068, -0.261, -0.732], [-0.605, -0.384, -1.705], [-1.214, 1.882, 0.304], [1.515, 1.476, -2.433], [1.517, 1.899, -0.571], [-0.609, 3.185, -1.753]], "mulliken_charge": [-1.28, 0.81, -0.15, -0.74, -0.31, -0.72, -0.22, 0.29, 0.29, 0.29, 0.29, 0.28, 0.34, 0.31, 0.28, 0.23], "gap_ev": 8.72, "homo_ev": -7.8, "energy_ev": -7852.8982, "e_lumo_ev": 0.952}

***

{"formula": "C6H9N", "method": "wB97M-V/def2-TZVPD", "symbols": ["C", "C", "C", "C", "C", "C", "N", "H", "H", "H", "H", "H", "H", "H", "H", "H"], "xyz": [[0.520, -0.528, -0.512], [1.250, 0.473, -1.381], [0.039, -0.238, 1.939], [-0.391, 0.050, 0.527], [-1.421, 0.887, 0.266], [-0.727, -1.174, -1.202], [-1.425, -1.754, -1.904], [1.148, -1.341, -0.141], [0.651, 1.353, -1.623], [2.147, 0.820, -0.873], [1.520, 0.013, -2.333], [-0.330, 0.520, 2.625], [1.124, -0.224, 2.043], [-0.311, -1.223, 2.250], [-2.069, 1.230, 1.055], [-1.727, 1.136, -0.737]], "mulliken_charge": [0.53, -1.30, -1.32, 0.59, -1.12, 0.00, -0.50, 0.44, 0.30, 0.35, 0.36, 0.42, 0.34, 0.28, 0.32, 0.31], "smiles": "C=C(C)[C@H](C)C#N", "gap_ev": 10.23, "homo_ev": -9.4, "energy_ev": -7856.2765, "e_lumo_ev": 0.834}

***

{"formula": "C6H9N", "method": "wB97M-V/def2-TZVPD", "symbols": ["C", "C", "N", "C", "C", "C", "C", "H", "H", "H", "H", "H", "H", "H", "H", "H"], "xyz": [[-1.452, 1.025, -1.264], [-1.091, -0.147, -0.449], [-0.884, -0.139, -1.865], [1.168, 0.604, -0.642], [0.254, -0.085, 0.211], [0.521, -0.213, 1.702], [0.721, -1.404, 0.844], [-0.784, 1.892, -1.081], [-2.473, 1.324, -1.517], [-1.823, -0.819, 0.006], [0.886, 1.148, -1.524], [2.224, 0.634, -0.360], [-0.368, -0.174, 2.323], [1.387, 0.289, 2.119], [1.735, -1.734, 0.641], [-0.021, -2.198, 0.855]], "mulliken_charge": [-0.41, -0.11, -0.52, -1.26, 1.06, -0.58, -0.81, 0.24, 0.31, 0.41, 0.39, 0.28, 0.24, 0.26, 0.25, 0.25], "gap_ev": [7.17, 9.81], "homo_ev": [-7.4, -9.4], "energy_ev": -7852.5181, "e_lumo_ev": [-0.270, 0.366]}

***

{"formula": "C6H9N", "method": "wB97M-V/def2-TZVPD", "symbols": ["C", "C", "C", "C", "C", "C", "N", "H", "H", "H", "H", "H", "H", "H", "H", "H"], "xyz": [[2.861, 0.804, 1.662], [1.754, 0.067, 1.449], [0.812, 0.513, 0.447], [-0.009, -0.603, -0.100], [-1.441, -0.219, -0.409], [-1.825, 0.513, -1.630], [-2.089, -0.924, -1.513], [3.661, 0.471, 2.321], [2.991, 1.748, 1.138], [1.631, -0.882, 1.987], [0.012, -1.550, 0.472], [0.486, -0.818, -1.066], [-2.048, -0.022, 0.475], [-1.065, 0.784, -2.359], [-2.660, 1.208, -1.566], [-3.070, -1.092, -1.309]], "mulliken_charge": [-0.62, 0.06, -0.40, -0.60, 0.19, -0.45, -0.61, 0.26, 0.32, 0.26, 0.30, 0.19, 0.39, 0.20, 0.28, 0.24], "gap_ev": 7.63, "homo_ev": -8.2, "energy_ev": -7852.8661, "e_lumo_ev": -0.589}

***

{"formula": "C6H9N", "method": "wB97M-V/def2-TZVPD", "symbols": ["C", "N", "C", "C", "C", "C", "C", "H", "H", "H", "H", "H", "H", "H", "H", "H"], "xyz": [[1.976, 0.381, -0.047], [0.889, -0.533, -0.330], [-0.017, -1.064, 0.678], [-1.230, -0.126, 0.856], [-1.004, 1.044, -0.080], [-0.305, -0.007, -1.008], [-1.152, -1.106, -0.284], [1.670, 1.345, 0.388], [2.486, 0.580, -0.998], [2.702, -0.093, 0.623], [0.277, -1.784, 1.438], [-1.869, -0.182, 1.730], [-0.483, 1.933, 0.298], [-1.940, 1.355, -0.554], [-0.204, 0.162, -2.080], [-1.796, -1.905, -0.631]], "mulliken_charge": [-0.86, -0.14, -0.60, -0.18, -0.65, -0.37, -0.36, 0.27, 0.29, 0.32, 0.42, 0.40, 0.25, 0.30, 0.48, 0.42], "gap_ev": 9.53, "homo_ev": -8.3, "energy_ev": -7854.8490, "e_lumo_ev": 1.184}

***

{"formula": "C6H9N", "method": "wB97M-V/def2-TZVPD", "symbols": ["C", "C", "C", "C", "C", "C", "N", "H", "H", "H", "H", "H", "H", "H", "H", "H"], "xyz": [[0.223, -1.916, -0.410], [-0.299, -0.591, 0.008], [0.315, 0.625, 0.024], [1.713, 0.960, -0.419], [-0.600, 1.552, 0.595], [-1.773, 0.888, 0.875], [-1.556, -0.420, 0.551], [0.884, -1.826, -1.275], [-0.571, -2.610, -0.689], [0.809, -2.392, 0.379], [1.822, 1.996, -0.768], [2.066, 0.307, -1.224], [2.407, 0.840, 0.420], [-0.436, 2.376, -0.065], [-2.722, 1.222, 1.281], [-2.221, -1.163, 0.664]], "mulliken_charge": [-1.32, -0.04, 0.97, -1.25, -0.56, -0.46, 0.03, 0.32, 0.37, 0.26, 0.33, 0.32, 0.25, 0.18, 0.39, 0.19], "smiles": "Cc1cc[nH]c1C", "gap_ev": 8.92, "homo_ev": -7.9, "energy_ev": -7857.0994, "e_lumo_ev": 1.020}

***

{"formula": "C6H9N", "method": "wB97M-V/def2-TZVPD", "symbols": ["C", "C", "C", "C", "C", "C", "N", "H", "H", "H", "H", "H", "H", "H", "H", "H"], "xyz": [[2.413, -0.303, -0.323], [-0.535, 0.582, 1.277], [-1.337, 1.099, 0.003], [1.120, 0.501, -0.721], [-0.267, 0.065, -0.108], [-0.588, -1.432, -0.395], [2.241, 0.831, 0.205], [2.706, -1.340, -0.324], [0.122, 1.130, 2.060], [-1.324, 0.129, 1.814], [-2.435, 0.859, 0.141], [-1.264, 2.000, -0.611], [1.182, 1.140, -1.623], [-0.281, -1.623, -1.411], [-1.663, -1.552, -0.357], [-0.091, -2.085, 0.374]], "mulliken_charge": [-0.01, -0.85, -0.80, -0.32, 1.20, -1.59, -0.53, 0.30, 0.26, 0.30, 0.25, 0.25, 0.45, 0.39, 0.41, 0.29], "smiles": "CC1([C@@H]2C=N2)CC1", "gap_ev": 10.34, "homo_ev": -9.2, "energy_ev": -7853.7080, "e_lumo_ev": 1.100}